Record 1
84
Properties=species:S:1:pos:R:3:lowdin_spin:R:1 method="wB97M-V/def2-TZVPD" e_above_lowest_ev=0.000 multiplicity=6 charge=+1 lumo_ev="-4.0 / -3.5" gap_ev="5.481 / 5.895"
Sm -1.4177 0.7232 0.4963 5.0938
C 0.0998 0.3012 2.4830 -0.0084
C 0.9255 0.6091 1.3469 -0.0095
C -0.3694 2.4712 1.8282 -0.0193
C -0.7157 1.4377 2.7697 -0.0092
C 0.6522 1.9632 0.9545 -0.0157
C 0.2497 -0.8915 3.3479 -0.0007
H 0.6812 -1.7271 2.7816 0.0000
H -0.7127 -1.2260 3.7601 -0.0002
H 0.9179 -0.6777 4.2024 -0.0005
C -1.7624 1.4475 3.8227 0.0002
H -1.4390 0.9352 4.7463 0.0001
H -2.6579 0.9192 3.4547 0.0000
H -2.0643 2.4632 4.0991 0.0000
C -1.1883 3.6791 1.5978 -0.0040
H -1.5826 4.0941 2.5352 -0.0003
H -2.0737 3.4288 0.9663 -0.0019
H -0.6147 4.4764 1.0930 -0.0004
C 1.3011 2.6744 -0.1880 -0.0020
H 2.1772 3.2591 0.1393 -0.0009
H 0.6135 3.3715 -0.6890 -0.0001
H 1.6602 1.9591 -0.9406 0.0000
C 1.9989 -0.2565 0.8054 -0.0002
H 2.9825 0.1500 1.0992 -0.0003
H 1.9642 -0.3304 -0.2913 -0.0001
H 1.9105 -1.2748 1.1915 0.0000
C -0.2866 -3.4357 -2.0552 0.0000
C 0.7840 -3.5137 -1.2327 0.0000
C 2.2280 -3.3185 -1.5681 0.0000
C 2.5558 -2.5998 -2.9006 0.0000
C 2.1739 -1.1599 -2.9763 0.0000
C 1.0056 -0.6168 -3.3349 0.0000
C -0.3490 -1.2284 -3.3075 0.0000
C -0.4147 -2.7820 -3.3849 0.0000
H 2.7097 -4.3104 -1.6442 0.0000
H 2.1432 -3.1722 -3.7388 0.0000
H 2.7480 -2.8110 -0.7354 0.0000
H 0.2917 -3.1808 -4.1243 0.0000
H -1.2388 -3.8628 -1.7214 0.0000
H 0.6030 -3.8969 -0.2210 0.0000
H -1.4292 -3.0450 -3.7428 0.0000
H -0.9233 -0.9254 -2.4027 0.0000
H 0.9886 0.4642 -3.5319 0.0000
H -0.9418 -0.8003 -4.1436 0.0000
H 3.6570 -2.6395 -3.0019 0.0000
H 3.0026 -0.4929 -2.6916 0.0000
P -1.0234 -0.7636 -6.5660 0.0000
P -1.0282 1.9418 -7.5852 0.0000
C -1.2630 -0.6892 -8.4437 0.0000
C -1.6790 0.7071 -8.8501 0.0000
H -2.0226 -1.4320 -8.7132 0.0000
H -0.3225 -0.9822 -8.9268 0.0000
H -1.2793 0.9672 -9.8380 0.0000
H -2.7693 0.8146 -8.9030 0.0000
C -1.6986 3.3630 -8.5863 0.0000
H -1.2858 4.3036 -8.1988 0.0000
H -2.7949 3.3739 -8.5128 0.0000
H -1.4086 3.2539 -9.6431 0.0000
C 0.6522 2.0019 -8.3747 0.0000
H 0.5558 1.9656 -9.4677 0.0000
H 1.2729 1.1666 -8.0323 0.0000
H 1.1202 2.9547 -8.1005 0.0000
C -2.5398 -1.7843 -6.3040 0.0000
H -2.6555 -2.0709 -5.2509 0.0000
H -2.4863 -2.6786 -6.9416 0.0000
H -3.4062 -1.1783 -6.6090 0.0000
C 0.3257 -2.0264 -6.6813 0.0000
H 0.9548 -1.8000 -7.5614 0.0000
H -0.1227 -3.0241 -6.8061 0.0000
H 0.9695 -2.0014 -5.7860 0.0000
O -3.0569 -0.5427 1.5775 -0.0099
C -2.3580 -1.6155 1.4421 0.0005
O -1.2694 -1.5619 0.7185 -0.0109
C -2.7243 -2.8627 2.0867 -0.0003
C -1.7471 -3.8108 2.4262 0.0002
C -2.1352 -4.8842 3.2296 -0.0001
C -3.4868 -5.0209 3.5904 0.0003
C -4.4439 -4.0727 3.2168 -0.0001
C -4.0681 -2.9969 2.4238 0.0001
H -0.7314 -3.6807 2.0580 0.0000
H -1.3944 -5.6157 3.5464 0.0000
H -3.8012 -5.8881 4.1649 0.0000
H -5.4929 -4.1563 3.5105 0.0000
H -4.7665 -2.2500 2.0616 -0.0001

=====

Record 2
50
Properties=species:S:1:pos:R:3:mulliken_charge:R:1 method="wB97M-V/def2-TZVPD" e_above_lowest_ev=0.593 lumo_ev=0.1 gap_ev=9.790
O -1.7313 0.5429 0.4057 -0.5101
O -0.9808 0.2485 4.8919 -0.5759
O -6.1028 -0.0712 -1.0562 -0.6085
O 6.2578 -0.8725 -1.8164 -0.6736
O 5.8622 1.5115 -1.9900 -0.6543
O 0.8996 2.9300 -2.2117 -0.6644
O -1.0602 -0.9361 -3.7900 -0.7665
O 2.9441 0.5552 0.9009 -0.6619
O 0.9513 -1.0245 5.0236 -0.5228
O -5.5591 1.0710 -2.9280 -0.4257
C -2.6181 -0.1691 0.7880 0.3965
C -0.0378 -0.3444 4.3711 0.2773
C -5.2544 0.3954 -1.8089 0.3011
N 1.2526 -1.2263 2.3449 -0.7489
N -3.6358 -0.4174 -0.0863 -0.2903
S 0.9233 1.5006 -2.5282 0.5790
S -1.2374 -0.5396 -2.3827 0.6326
S 3.0377 1.3105 -0.3633 0.3046
C -0.8619 1.2540 -2.5016 -0.8922
C 1.2976 1.0012 -0.8271 -0.7566
C -2.5342 -0.7427 2.2076 -0.7555
C -1.2129 -1.4657 2.4565 -1.1523
C -3.0244 -0.6952 -2.4577 -1.0676
C 6.2488 0.4976 0.4440 -0.9941
C 3.8737 -0.0271 -1.2396 -0.9278
C -0.0214 -0.5482 2.8003 0.7666
C -3.7382 0.2025 -1.4275 0.4291
S 5.6195 0.2876 -1.2144 1.3288
H 1.4508 -1.4721 4.3111 0.4313
H -6.5131 1.0338 -2.9518 0.3759
H 1.9201 -0.5328 2.0136 0.2708
H 1.0732 -1.8877 1.6191 0.2590
H -4.5341 -0.6959 0.3468 0.3097
H -1.2564 1.6433 -3.4536 0.6077
H -1.3312 1.8545 -1.6958 0.4127
H 1.0869 -0.0581 -0.6665 0.4794
H 0.6550 1.5446 -0.1776 0.4932
H -2.7024 0.0121 2.9530 0.4304
H -3.3566 -1.4259 2.2697 0.3930
H -1.3162 -2.2034 3.2736 0.2907
H -0.9667 -2.0717 1.5833 0.6097
H -3.2667 -1.7432 -2.2210 0.3876
H -3.3404 -0.3760 -3.4644 0.4700
H 6.2511 1.5398 0.7327 0.3564
H 5.6321 -0.0687 1.1050 0.2802
H 7.2491 0.0801 0.4879 0.4142
H 3.5307 -0.0521 -2.2617 0.4690
H 3.6814 -0.9698 -0.7397 0.4392
H -0.2022 0.4255 2.3697 0.1992
H -3.3019 1.1949 -1.4386 0.2540